[1]
A 13-piece molecular cluster, C46H78O26 overall at a distorted geometry, computed with ωB97M-V/def2-TZVPD.

```
150
C46H78O26, DFT ωB97M-V/def2-TZVPD
H -2.388 6.315 -4.184
O -4.992 -4.536 -4.519
O 3.295 0.790 1.704
O 0.710 -0.677 -6.156
H -5.896 2.260 -0.611
O -0.638 -0.217 4.645
H -3.203 3.707 3.673
H -4.766 2.705 2.072
H 0.572 -5.421 -0.891
H 5.902 -1.670 2.124
C -4.412 4.645 -2.028
O 4.348 -5.038 1.114
H -1.343 -0.045 -6.125
H -1.425 2.684 4.253
O 6.127 -0.343 4.420
C -6.115 -3.919 -2.452
H 4.782 4.175 4.434
C 4.736 -0.676 4.387
H 1.281 -3.528 2.226
H 2.301 3.749 6.975
C -0.705 -1.203 3.694
H -2.244 3.493 2.259
O 3.789 3.483 2.298
C -2.102 4.361 -1.446
C 4.711 -5.163 -0.283
H -0.491 -3.655 -2.088
H 1.723 3.635 -3.234
C 0.808 -5.267 -1.954
C 5.657 3.964 3.764
H -1.281 3.961 -0.817
H -3.984 1.192 0.548
C 1.693 -6.174 -2.546
H 3.456 2.072 4.980
H 0.430 -1.605 -5.989
H -0.798 1.310 -4.004
O 4.552 -2.772 -0.531
O -0.152 -3.139 -4.785
O -5.721 4.214 -1.831
C -4.987 -3.950 -3.315
H 3.505 3.867 -3.073
H -1.660 -3.891 0.245
H 1.281 -1.864 4.099
O -1.415 -0.239 -0.699
H 6.435 4.725 3.979
O -3.292 1.558 1.148
C -2.835 2.946 2.962
C 2.683 2.794 5.326
H 0.788 -1.491 -1.258
H 2.943 -1.040 -0.230
H 1.491 5.568 -2.439
H 1.207 1.219 5.717
C -4.078 5.394 -3.173
H 5.363 -2.720 3.891
H -2.728 -2.515 -1.236
C -1.753 5.123 -2.633
H -1.053 1.604 1.074
H 6.282 0.604 4.411
H 3.955 0.090 1.576
H 3.015 -4.038 -0.883
O -0.761 -3.891 0.599
C 5.082 4.075 2.381
H -2.869 -2.657 1.558
C 4.673 -1.964 3.528
H 2.718 3.621 4.613
H 4.271 -4.100 -2.131
C -0.796 -3.086 1.731
C -6.537 0.384 -0.914
O 2.425 5.450 -2.395
C -0.350 0.339 -4.289
O 4.949 -1.678 2.142
H -7.042 -4.389 -2.743
C -4.849 -2.872 -0.665
H 4.319 -0.865 5.396
C 0.417 -1.960 3.451
H -0.417 6.396 -3.038
O 6.116 2.626 4.042
O 2.996 3.186 6.630
H -1.204 -0.474 -2.768
H -2.849 -0.879 3.274
H -7.599 0.618 -1.141
C -5.785 0.109 -2.230
C 0.858 -0.671 -0.536
H -2.166 0.167 -0.256
C -0.292 0.206 -5.750
H -0.717 -2.548 -4.256
H 1.214 2.017 2.257
H 4.390 -6.099 -0.684
C 0.404 -2.921 2.442
H -5.487 -2.245 1.141
H -6.435 -0.532 -2.824
C -0.142 1.079 0.802
H 6.928 2.550 3.567
O -5.658 1.447 -2.890
H -4.122 -4.537 -4.949
O 2.252 -7.120 -1.725
H 5.006 5.148 2.214
H 3.648 -2.370 3.564
C 2.538 4.016 -2.600
C 0.432 -4.105 -4.029
C -0.204 0.065 -0.126
H -1.348 0.412 4.407
H 2.740 -6.564 -4.383
C -2.739 5.670 -3.361
H 5.785 -5.083 -0.238
H 3.397 -5.041 1.167
H 3.889 2.522 2.351
C -3.703 -2.949 -1.463
H -2.989 -3.261 -3.468
O -0.440 5.440 -2.918
H 3.733 3.466 0.296
C 1.366 -4.960 -4.627
C 1.351 2.110 5.128
H 5.726 3.677 1.591
H -4.824 -0.400 -2.187
O 0.368 3.122 5.316
H -5.785 3.377 -2.314
C 2.097 -0.377 -0.011
C -3.845 -3.364 -2.790
C 1.096 1.350 1.405
H -0.193 2.942 6.055
H 2.381 2.278 -1.417
C 0.228 -4.256 -2.667
C -3.866 2.166 2.326
H -4.888 5.784 -3.784
H 2.949 -7.665 -2.113
C -1.929 -1.411 2.999
H 1.315 1.797 4.068
H 1.836 3.878 -0.672
O -1.954 2.075 3.705
C 2.574 3.320 -1.268
O 3.858 3.517 -0.677
H -6.885 -3.637 -0.558
H -3.763 3.535 -0.394
H -5.436 1.419 -3.824
C -3.448 4.138 -1.229
H 1.569 -4.684 -5.649
H -4.270 1.394 2.977
H 4.091 0.008 3.844
C -1.942 -2.371 2.024
C 1.996 -5.992 -3.884
O -4.823 -2.118 0.470
O -5.900 1.394 -0.131
C 4.114 -4.015 -1.034
H 0.702 0.300 -3.986
H 4.582 -2.889 0.428
H -6.457 -0.521 -0.330
H -0.095 1.141 -6.296
C 2.150 0.597 1.006
O -1.094 -0.776 -3.695
C -5.996 -3.450 -1.173
```

* DFT total energy: -102197.45783 eV
* relative energy (zero: lowest compared OMol25 entry of this formula, charge and spin): 493.5 kJ/mol

[2]
A 4-piece molecular cluster, C17H44FO17P4S overall at a distorted geometry, computed with ωB97M-V/def2-TZVPD.

```
84
C17H44FO17P4S, DFT ωB97M-V/def2-TZVPD
H 7.805 -1.345 -2.935
C 7.542 -3.350 -1.184
O 5.140 -1.628 -0.834
O -2.039 2.058 -4.433
H -2.880 -3.819 0.774
H -9.939 3.013 6.152
O -6.401 2.472 4.048
H -2.139 0.709 -2.362
C 3.576 -1.045 -3.217
H -3.248 0.765 -5.445
H 8.378 -3.777 -1.744
O -1.560 -1.769 0.416
O -0.512 3.674 -5.297
O -9.534 1.533 4.730
H 6.543 2.174 0.396
H -4.395 2.076 4.169
O 0.428 1.455 -5.036
H 6.516 -0.777 -3.987
H -5.201 2.213 5.731
H 8.231 -4.562 0.506
H -3.214 -4.554 2.355
H -4.518 -3.738 1.468
C 6.819 -0.878 -2.935
O 9.989 0.594 -0.838
H 6.106 0.559 0.966
C 6.250 1.170 0.069
O -7.669 0.572 3.649
H -8.719 0.511 7.176
H -5.711 -0.497 0.323
H -1.682 1.051 -6.228
O -7.586 1.748 5.968
H 5.286 1.211 -0.440
H 5.988 1.081 -2.458
H -0.992 5.652 -5.565
C -1.075 0.526 -2.506
C -7.783 0.495 6.615
C 6.905 0.510 -2.279
H 7.042 -3.337 0.900
H -11.344 2.234 5.399
H 1.468 -1.086 -2.713
H 6.488 -4.770 0.026
H -1.252 -2.884 3.911
C 7.322 -4.078 0.148
C -0.630 -2.447 3.130
H -6.957 0.348 7.310
C -2.492 1.518 -5.669
H -0.389 5.265 -3.946
H 7.822 -2.317 -0.939
C -10.344 2.619 5.216
H -10.404 3.417 4.476
H -5.269 -0.936 1.984
C -3.451 -3.718 1.697
C -1.015 4.915 -4.767
C -4.910 -0.477 1.058
P -0.443 2.367 -4.260
P 5.635 -2.030 -2.159
S 8.805 1.376 -0.614
O 8.842 2.668 -1.264
H 0.344 -2.206 3.552
H -4.626 0.559 1.250
H 7.686 1.054 -2.832
O 4.358 -2.258 -3.122
O -1.185 -1.223 2.665
H -0.502 -3.153 2.310
H 4.229 -0.198 -2.985
H 2.568 -1.844 -1.507
P -2.419 -1.299 1.553
H -7.801 -0.330 5.903
P -7.915 1.862 4.365
H -5.421 0.747 4.734
O 6.377 -3.453 -2.020
H -2.045 4.797 -4.421
C 2.426 -1.014 -2.198
O -3.795 -1.205 0.547
H -0.923 -0.181 -3.321
F 8.817 1.714 0.965
C 7.336 0.461 -0.805
O -0.389 1.756 -2.748
C -5.303 1.831 4.718
H 2.477 -0.106 -1.597
O -3.127 -2.518 2.391
H -2.945 2.306 -6.274
H -0.672 0.097 -1.591
H 3.227 -0.929 -4.242
```

* DFT total energy: -103855.82058 eV
* net charge: -1

| no. | lowest unoccupied orbital energy (eV) | frontier orbital gap (eV) |
| --- | --- | --- |
| 1 | 0.1 | 7.89 |
| 2 | -1.5 | 1.35 |